{"formula": "H2N2O4P", "method": "ωB97M-V/def2-TZVPD", "homo_energy_ev": -3.737, "e_above_lowest_kcal_mol": 116.9, "total_charge": -1, "elements": ["N", "N", "O", "O", "O", "O", "P", "H", "H"], "xyz": [[1.09752, -0.27286, -0.22005], [-1.43608, 0.48856, 0.32417], [-1.14826, 0.79159, 1.49503], [-0.60758, -0.71778, -2.17439], [-2.58152, 0.58478, -0.08150], [2.01357, -0.12167, 0.90211], [-0.56039, -0.96515, -0.75777], [1.63290, -0.28772, -0.97923], [1.58984, 0.50025, 1.49162]], "forces_ev_per_a": [[-2.8, 0.3, 2.5], [-0.5, -0.5, 1.0], [0.3, 0.1, -0.9], [0.4, 1.1, -2.9], [-0.7, 0.7, -0.1], [-0.7, -1.0, -0.5], [1.5, -1.1, 4.7], [3.0, 0.1, -3.7], [-0.5, 0.3, 0.0]]}


{"formula": "C14H38N2NaO10S", "method": "ωB97M-V/def2-TZVPD", "homo_energy_ev": -3.614, "total_charge": -1, "elements": ["Na", "S", "O", "O", "O", "O", "C", "O", "H", "H", "H", "H", "C", "O", "H", "H", "H", "H", "C", "O", "C", "C", "N", "C", "C", "O", "C", "H", "H", "H", "H", "H", "H", "H", "H", "H", "H", "H", "H", "H", "H", "H", "C", "O", "C", "C", "N", "C", "C", "O", "C", "H", "H", "H", "H", "H", "H", "H", "H", "H", "H", "H", "H", "H", "H", "H"], "xyz": [[-0.19775, -0.88024, -0.83963], [-0.31911, -3.99126, -2.05234], [0.14226, -3.32767, -3.25218], [-1.07987, -5.12828, -2.54950], [0.78587, -4.50967, -1.25112], [-1.12387, -3.02430, -1.34252], [1.26045, -0.15157, -4.55807], [0.91416, -0.82531, -3.37561], [0.32168, 0.05358, -5.07257], [1.61322, 0.83101, -4.24470], [2.02528, -0.68409, -5.12337], [0.68823, -1.75067, -3.49509], [2.86755, -2.64613, 0.56467], [1.56598, -2.47876, -0.04382], [3.70858, -2.28699, -0.02845], [2.93521, -2.21728, 1.56448], [3.09097, -3.70040, 0.72807], [1.34753, -3.29474, -0.49994], [2.22148, 0.67491, 1.69364], [3.01538, 1.16906, 0.66676], [2.55007, 0.94631, -0.67512], [1.45100, 1.96022, -1.06785], [0.14201, 1.67323, -0.49863], [-0.75273, 2.66614, -0.81169], [-0.32900, 4.05089, -0.19345], [0.07217, 3.85572, 1.16308], [0.75259, 4.98212, 1.68395], [1.40019, -0.02094, 1.52226], [1.77441, 1.50557, 2.23974], [2.89863, 0.12321, 2.34571], [2.24440, -0.08954, -0.82231], [3.43741, 0.99343, -1.30639], [1.47240, 2.02439, -2.15574], [1.83241, 2.84301, -0.55470], [0.35088, 1.77468, 0.48431], [-1.80792, 2.45636, -0.63658], [-0.78610, 2.57339, -1.89722], [-1.28280, 4.57802, -0.21602], [0.39707, 4.47887, -0.88465], [0.34978, 5.96297, 1.43138], [1.75017, 4.99285, 1.24485], [0.96037, 4.96134, 2.75377], [-0.11471, -2.69313, 5.18056], [-0.98377, -1.76913, 4.55866], [-0.67789, -1.69023, 3.14120], [-1.58145, -0.60660, 2.54728], [-1.87032, -0.85522, 1.07559], [-3.02379, 0.03306, 0.67295], [-3.29946, -0.16715, -0.89547], [-2.34432, 0.49074, -1.73333], [-2.50142, 0.30206, -3.13207], [-0.09268, -3.68322, 4.72520], [-0.61218, -2.91906, 6.12373], [0.79266, -2.09727, 5.27917], [-0.75442, -2.66351, 2.65648], [0.34069, -1.33009, 2.99669], [-1.30021, 0.42569, 2.75555], [-2.51929, -0.81998, 3.06014], [-2.18099, -1.81307, 0.99750], [-2.78053, 1.08659, 0.81083], [-3.86876, -0.31869, 1.26488], [-4.22602, 0.39383, -1.01747], [-3.40123, -1.20670, -1.20706], [-1.68065, -0.27121, -3.56311], [-2.54861, 1.28138, -3.60830], [-3.43120, -0.23242, -3.32684]], "forces_ev_per_a": [[-0.1, -0.6, -0.3], [-1.2, -3.1, -2.7], [2.1, 2.3, -2.3], [-1.2, -0.8, 0.7], [1.5, 0.0, 1.5], [-1.5, 2.2, 2.5], [-0.8, 0.1, 1.1], [0.7, 1.7, 0.9], [0.2, -0.2, -1.0], [0.4, 0.1, -0.2], [-0.2, 0.1, -0.3], [-0.5, -1.9, -0.1], [-0.8, -0.6, -0.3], [2.2, 2.7, 2.2], [-0.1, 0.4, -0.3], [-0.3, 0.4, 0.0], [-0.2, -0.3, -0.1], [-0.7, -2.0, -1.1], [0.1, -0.2, 1.5], [-0.1, -0.2, -1.5], [-0.3, -0.4, 0.3], [1.8, -0.7, 0.5], [2.1, -2.7, 1.3], [-1.4, 1.9, -0.9], [-1.7, -1.2, -0.9], [-0.2, 0.4, -0.2], [1.3, 0.2, -0.5], [0.1, -0.1, -1.1], [0.0, 0.2, 0.3], [-0.1, 0.1, 0.4], [-0.4, -0.2, 0.3], [-0.1, 0.6, -0.1], [-0.5, 0.3, 0.0], [0.2, 0.7, -0.7], [-0.4, -0.5, 0.5], [0.2, -0.3, 0.9], [0.1, 1.3, -0.5], [0.3, 0.9, 0.1], [0.4, 0.5, 0.6], [-0.7, -0.1, 0.0], [0.3, 0.0, -0.2], [-0.7, -0.6, 0.1], [-1.1, 0.8, 0.7], [-0.4, -0.4, -1.9], [0.3, 1.5, 0.5], [-1.4, -2.0, -1.0], [0.3, 2.1, 1.1], [1.7, -2.1, -2.2], [-0.3, 1.0, 1.0], [0.6, -0.3, 0.9], [-0.4, -0.3, 0.2], [0.6, 0.2, -0.7], [0.5, 0.3, 0.5], [0.7, -1.1, 0.3], [-0.3, 0.0, -0.1], [0.5, -0.4, 0.2], [0.3, -0.1, -0.2], [-0.4, 0.5, 0.4], [0.0, -0.3, -0.2], [0.0, -0.1, 0.4], [-0.6, 0.6, -0.2], [-0.6, -0.3, -0.3], [0.0, -0.2, 0.3], [0.1, -0.1, 0.2], [0.0, 0.1, 0.0], [-0.1, 0.0, -0.2]]}


{"formula": "C3H4N2O", "method": "ωB97M-V/def2-TZVPD", "smiles": "C#CC(=O)NN", "homo_energy_ev": -9.535, "e_above_lowest_kcal_mol": 123.5, "total_charge": 0, "elements": ["C", "C", "C", "O", "N", "N", "H", "H", "H", "H"], "xyz": [[2.04608, -0.39380, 1.69520], [1.24338, -0.42732, 0.67702], [-0.18397, -0.23974, 0.19497], [-1.13374, -0.32249, 1.00722], [-0.23701, 0.39246, -1.01480], [-1.21797, 0.69968, -1.77153], [2.93847, -0.64722, 2.07152], [0.64506, -0.01401, -1.48469], [-1.48027, 0.17043, -2.52520], [-1.48138, 1.79098, -2.01819]], "forces_ev_per_a": [[-6.3, -0.1, -7.6], [2.3, 0.2, 5.5], [-3.1, 1.4, 3.8], [2.6, -0.4, -2.4], [7.0, -2.9, 0.1], [-5.1, 6.3, -1.1], [2.8, -0.5, 1.8], [-1.3, 1.6, 0.2], [-0.4, -2.0, -1.7], [1.5, -3.6, 1.4]]}


{"formula": "C3H13N3O6P", "method": "ωB97M-V/def2-TZVPD", "homo_energy_ev": -13.055, "total_charge": 1, "elements": ["C", "O", "C", "N", "O", "P", "O", "O", "O", "H", "H", "H", "H", "H", "H", "H", "H", "H", "C", "O", "N", "N", "H", "H", "H", "H"], "xyz": [[-1.58019, 1.69205, -3.91202], [-0.93789, 1.49921, -2.63765], [-1.49816, 0.49570, -1.88403], [-0.74205, 0.52058, -0.57089], [-0.45937, 1.82522, -0.12772], [-1.63059, -0.50711, 0.72384], [-2.61975, -1.25844, -0.02334], [-0.44446, -1.21871, 1.41947], [-2.03798, 0.51517, 1.81566], [-2.62333, 1.37409, -3.87619], [-1.53293, 2.75319, -4.13228], [-1.05497, 1.12417, -4.67703], [-2.55667, 0.65840, -1.65881], [-1.35460, -0.50785, -2.29267], [0.18035, 0.09138, -0.69559], [-1.11380, 2.39762, -0.56110], [0.03423, -1.89510, 0.90231], [-2.45728, 1.34742, 1.57132], [2.77144, -1.59273, 2.21998], [2.10526, -2.17817, 1.36883], [2.25709, -1.24383, 3.43042], [4.07211, -1.26570, 2.00770], [2.79273, -0.78545, 4.14345], [1.30702, -1.49998, 3.62367], [4.47979, -1.53456, 1.13129], [4.64400, -0.80658, 2.69140]], "forces_ev_per_a": [[0.0, -0.1, 0.0], [-0.1, 0.1, 0.0], [0.3, 0.1, -0.1], [-0.3, -0.1, 0.1], [-0.2, -0.1, 0.3], [-0.1, -0.5, 0.1], [0.1, 0.2, -0.1], [-0.2, 0.3, -0.3], [0.3, 0.2, 0.0], [0.0, 0.0, 0.0], [0.0, 0.0, 0.0], [0.0, 0.0, 0.0], [0.0, 0.0, 0.0], [-0.1, -0.1, 0.1], [0.1, 0.2, -0.2], [0.2, 0.1, -0.3], [0.5, -0.2, 0.5], [-0.2, 0.0, 0.1], [0.1, -0.1, 0.2], [-0.3, 0.1, -0.3], [0.0, 0.1, -0.1], [-0.1, 0.1, -0.1], [0.0, 0.0, 0.0], [0.0, 0.0, 0.0], [0.0, 0.0, 0.0], [0.0, 0.0, 0.0]]}


{"formula": "H4N6", "method": "ωB97M-V/def2-TZVPD", "homo_energy_ev": [-7.703, -7.702], "e_above_lowest_kcal_mol": 20.8, "total_charge": 0, "elements": ["N", "N", "N", "N", "N", "N", "H", "H", "H", "H"], "xyz": [[3.50947, -0.35380, 0.67537], [3.18364, -0.98331, -0.17169], [1.03360, -0.56916, -0.34069], [1.12495, 0.69814, -0.22108], [0.35710, -1.13328, 0.71069], [1.88803, 1.51867, -0.84304], [0.80449, 1.11764, 0.69071], [-0.23868, -0.61672, 1.34708], [0.07667, -2.06642, 0.31679], [2.59033, 0.93738, -1.52606]], "forces_ev_per_a": [[0.0, -1.1, -1.3], [2.2, 0.5, 1.8], [-1.8, 2.1, -0.4], [0.3, -0.5, 1.4], [0.3, -3.0, -0.8], [2.5, -0.9, -2.2], [-0.3, -0.3, -1.2], [-0.2, 0.0, -0.5], [-0.3, 1.6, 1.4], [-2.6, 1.5, 1.8]]}


{"formula": "C34H31BrN8O6S2W", "method": "ωB97M-V/def2-TZVPD", "spin_multiplicity": 2, "homo_energy_ev": [-3.274, -3.030], "e_above_lowest_kcal_mol": 37.7, "total_charge": -1, "elements": ["W", "O", "C", "N", "C", "C", "C", "C", "C", "C", "N", "C", "C", "C", "C", "C", "N", "H", "H", "H", "H", "H", "H", "H", "H", "H", "H", "O", "N", "C", "C", "C", "C", "C", "S", "H", "H", "H", "H", "C", "C", "S", "O", "O", "C", "C", "N", "C", "N", "C", "C", "N", "O", "O", "C", "H", "H", "H", "H", "H", "H", "H", "H", "H", "H", "H", "H", "H", "N", "C", "C", "C", "C", "C", "C", "C", "C", "C", "H", "H", "H", "H", "Br"], "xyz": [[1.50758, -1.27076, -1.79364], [4.58603, -4.09171, -2.25946], [3.80018, -3.13975, -2.34888], [2.49770, -3.13871, -2.12230], [1.88898, -4.38454, -1.75643], [0.42281, -4.14640, -1.55092], [-0.48018, -5.17691, -1.30699], [-1.81524, -4.88190, -1.10804], [-2.24052, -3.56334, -1.19944], [-1.29841, -2.58741, -1.46444], [0.00558, -2.87582, -1.59459], [4.22223, -1.79742, -2.89987], [5.47918, -1.58074, -3.42839], [5.71076, -0.39834, -4.11720], [4.66655, 0.49535, -4.29120], [3.43696, 0.20901, -3.71527], [3.24274, -0.89135, -2.98619], [2.32489, -4.80948, -0.84079], [2.03065, -5.14347, -2.53576], [-0.11536, -6.19528, -1.27199], [-2.52373, -5.67162, -0.89181], [-3.27823, -3.28674, -1.08008], [-1.55632, -1.54271, -1.58344], [6.22286, -2.35455, -3.30127], [6.68624, -0.19266, -4.54070], [4.78687, 1.41114, -4.85209], [2.57935, 0.86242, -3.80750], [2.80543, -1.66398, -0.03794], [3.28104, -0.81702, 0.85144], [3.71800, -1.34639, 2.01770], [4.31273, -0.57381, 2.97553], [4.46348, 0.79481, 2.71662], [3.99201, 1.31490, 1.54319], [3.34773, 0.51276, 0.56952], [2.63835, 1.06315, -0.85775], [3.56608, -2.41221, 2.08751], [4.64512, -1.03094, 3.89532], [4.94809, 1.43766, 3.43984], [4.08938, 2.36682, 1.31306], [-4.57801, 4.61532, 3.13779], [-4.03476, 3.29088, 2.61306], [-3.40956, 2.31129, 3.93246], [-2.14940, 2.87874, 4.35322], [-4.45812, 2.10449, 4.90236], [-3.08690, 0.75884, 3.12317], [-1.88919, 0.03335, 3.72927], [-1.19784, -0.77654, 2.72799], [-0.35724, -0.27204, 1.77954], [0.18481, -1.22616, 1.03991], [-0.30768, -2.39352, 1.51812], [-1.16362, -2.15015, 2.54501], [-1.91439, -3.12636, 3.28954], [-1.78815, -4.28692, 2.95347], [-2.63863, -2.74262, 4.20262], [-0.00435, 1.16896, 1.70104], [-4.94597, 5.20991, 2.30243], [-3.79633, 5.17813, 3.64569], [-5.39377, 4.44994, 3.83863], [-3.19095, 3.43855, 1.93783], [-4.80911, 2.69899, 2.12116], [-2.91012, 0.97784, 2.07028], [-4.00477, 0.18067, 3.22391], [-2.22473, -0.62598, 4.51701], [-1.17469, 0.74390, 4.14114], [-0.01723, -3.35723, 1.12983], [0.58978, 1.45054, 2.57500], [-0.87909, 1.82081, 1.67661], [0.57888, 1.33281, 0.79410], [-4.74779, 6.65003, -2.99620], [-4.08175, 5.73015, -2.81111], [-3.24895, 4.57491, -2.57939], [-2.36193, 4.12701, -3.55699], [-1.57737, 3.01841, -3.32704], [-1.63752, 2.30663, -2.11114], [-2.54054, 2.78240, -1.14321], [-3.33189, 3.89219, -1.37028], [-0.82339, 1.16620, -1.89970], [0.02407, 0.27593, -1.85888], [-2.29755, 4.65641, -4.49864], [-0.89255, 2.66543, -4.08607], [-2.60962, 2.24401, -0.20520], [-4.02739, 4.23943, -0.61949], [0.52765, -1.51764, -4.32419]], "forces_ev_per_a": [[0.7, 1.3, -0.4], [0.1, 0.1, 0.0], [0.1, 0.0, -0.3], [-0.2, -0.2, 0.1], [0.0, 0.1, 0.1], [-0.3, -0.2, 0.1], [0.2, 0.1, 0.0], [-0.1, 0.0, 0.0], [0.2, 0.1, 0.0], [-0.1, -0.2, 0.0], [0.1, 0.3, 0.3], [0.1, -0.5, 0.0], [0.0, 0.1, -0.1], [0.1, -0.2, 0.0], [-0.3, 0.0, 0.1], [0.2, 0.1, -0.1], [0.1, 0.1, -0.2], [0.0, 0.0, 0.0], [0.0, 0.0, 0.0], [0.0, 0.0, 0.0], [0.0, 0.0, 0.0], [0.0, 0.0, 0.0], [0.0, 0.0, 0.0], [0.0, 0.0, 0.0], [0.0, 0.0, 0.0], [0.0, 0.0, 0.0], [0.0, 0.0, 0.0], [-0.3, -0.4, 0.2], [-0.1, -0.1, 0.0], [0.0, 0.0, -0.1], [-0.1, 0.0, -0.1], [0.0, -0.1, 0.1], [-0.2, 0.1, -0.3], [0.2, -0.1, 0.5], [-0.4, -0.3, -0.3], [0.0, 0.0, 0.0], [0.0, 0.0, 0.0], [0.0, 0.0, 0.0], [0.0, 0.0, 0.0], [0.0, 0.0, 0.0], [-0.2, 0.4, -0.2], [0.1, -0.1, 0.5], [-0.1, 0.0, 0.0], [0.1, 0.1, 0.0], [0.0, -0.2, -0.1], [0.1, -0.2, 0.0], [0.0, 0.0, 0.0], [0.1, -0.1, 0.1], [-0.2, 0.1, 0.3], [0.3, -0.2, -0.2], [-0.4, -0.3, 0.5], [0.2, 0.5, -0.3], [0.0, 0.0, 0.1], [0.0, -0.1, -0.1], [0.0, 0.0, -0.1], [0.0, 0.0, 0.0], [0.0, 0.0, 0.0], [0.0, 0.0, 0.0], [0.0, 0.0, -0.1], [0.0, 0.0, 0.0], [0.0, 0.0, 0.0], [0.0, 0.0, -0.1], [0.1, 0.0, 0.1], [0.0, 0.1, -0.1], [-0.1, 0.0, -0.1], [0.0, 0.0, 0.0], [0.0, 0.0, 0.0], [0.0, 0.0, 0.0], [0.0, 0.0, 0.0], [0.2, -0.3, 0.0], [-0.2, 0.3, 0.0], [0.0, 0.0, -0.1], [0.1, -0.1, 0.0], [-0.2, 0.1, -0.1], [0.0, 0.0, 0.0], [0.1, -0.1, 0.1], [0.1, 0.0, 0.1], [-0.1, -0.1, 0.2], [0.0, 0.0, 0.0], [0.0, 0.0, 0.0], [0.0, 0.0, 0.0], [0.0, 0.0, 0.1], [0.0, 0.0, 0.1]]}